# 1
Below is C42H40BaN7O9S as an isolated structure in a non-equilibrium geometry, with properties calculated with ωB97M-V with the def2-TZVPD basis set.

## Properties
- DFT total energy: -3108.827932 a.u.
- Energy above the lowest of the compared OMol25 structures with the same formula, charge and spin: 0.000 eV
- E_HOMO: -4.9 eV
- Max |F|: 2.53 eV/A
- Net charge: -1

Structure (XYZ):
```
100
Properties=species:S:1:pos:R:3:forces:R:3
Ba 0.242367 1.383378 -0.107881 -0.366 0.468 0.128
C -1.294891 0.260315 4.424949 0.192 0.466 1.189
C -1.013810 1.272011 3.319427 0.728 0.726 -0.462
O -0.536925 0.806278 2.280813 -0.514 0.085 0.417
C -1.135692 2.742060 3.553260 -0.249 -0.678 0.435
C -1.238257 3.125273 4.899018 0.112 0.967 1.703
C -1.116315 4.441932 5.377325 -0.065 -1.044 -0.353
C -0.856183 5.444172 4.412425 -0.082 -0.834 0.479
C -0.790079 5.143388 3.090918 -0.359 -0.642 -0.769
C -0.988566 3.788066 2.553350 1.088 0.102 0.168
O -0.874097 3.566612 1.314450 -0.180 -0.167 0.181
H -2.232064 0.528402 4.943133 0.271 -0.415 -0.231
H -0.492767 0.334076 5.219777 -0.704 -0.068 -0.860
H -1.295858 -0.776240 4.051828 -0.111 0.620 -0.068
H -1.323744 2.357165 5.686013 -0.085 0.349 -0.584
H -1.152555 4.648926 6.460214 0.016 -0.095 -0.754
H -0.633618 6.442563 4.718299 -0.018 0.610 0.244
H -0.548149 5.941697 2.391698 -0.069 -0.314 -0.117
C 2.779737 1.293598 4.216074 0.658 0.285 -1.866
C 3.345531 1.688914 2.817789 -0.067 -0.133 0.029
N 2.817270 1.783140 1.605081 -1.403 -0.117 0.225
C 3.813356 2.035960 0.679921 -0.149 -0.330 0.488
C 4.990878 2.049312 1.350791 0.178 0.128 0.840
N 4.669726 1.899799 2.718974 0.906 -0.020 -2.362
C 6.402041 1.979814 0.922649 -0.126 0.569 -0.789
O 6.721626 2.143915 -0.349177 -0.868 0.115 -0.012
O 7.255675 1.775132 1.737150 1.057 -0.350 1.486
C 3.559508 2.179422 -0.827588 -0.606 0.043 1.260
O 4.513644 2.224556 -1.609943 1.152 0.168 -0.243
O 2.361495 2.232499 -1.140202 -0.385 0.131 -0.493
H 1.694875 1.346123 4.276063 0.103 0.088 -0.102
H 3.256461 1.963413 4.924746 -0.206 0.084 0.264
H 3.139055 0.278207 4.416170 -0.250 0.086 0.038
H 5.421337 1.852790 3.363897 0.345 -0.188 0.839
H 5.863827 2.271533 -0.904002 0.119 -0.219 -0.044
C -1.628757 -4.363517 0.708746 -0.144 -0.290 -0.069
O -0.582921 -4.118050 -0.215683 -0.530 1.235 1.879
C -0.328804 -4.984088 -1.150026 0.577 -1.608 -1.699
C -1.003430 -6.194993 -1.354544 0.192 0.591 1.239
C -0.567279 -7.053255 -2.337778 -0.110 -0.654 -1.471
C 0.456305 -6.682750 -3.213332 -0.262 0.669 0.907
C 1.074963 -5.441549 -3.062232 -0.118 -0.767 -0.426
C 0.716653 -4.621711 -2.038487 -0.365 0.971 1.035
N 1.345427 -3.368163 -1.830023 1.137 -0.074 -0.332
C 0.650800 -2.197895 -1.621920 0.001 0.712 1.017
N -0.592627 -2.206372 -2.191382 -0.033 0.072 0.021
C -1.809027 -1.533602 -1.780537 0.499 -0.756 -0.177
C -1.770436 -0.262961 -1.201213 0.169 -0.676 -0.695
C -3.035358 0.259351 -1.000525 -1.097 0.976 0.515
C -4.242593 -0.398649 -1.255614 0.346 0.421 0.817
C -4.221775 -1.697079 -1.699341 0.137 -0.684 -0.662
C -2.997140 -2.269258 -2.026121 0.359 0.111 -0.120
O -2.891800 -3.533809 -2.632703 0.735 0.676 0.784
C -4.078786 -4.161548 -3.000324 -0.407 -0.450 -0.484
N 1.180027 -1.218211 -0.923052 -0.835 -0.388 -1.348
C 2.480985 -1.396351 -0.428387 -0.020 0.188 -0.424
C 3.578032 -0.782825 -1.023410 0.473 0.328 -0.170
C 4.855647 -0.868463 -0.459118 -0.349 -0.273 -0.418
C 5.052302 -1.665987 0.663843 -0.020 0.010 -0.125
C 3.968691 -2.294514 1.256899 0.170 0.040 0.758
C 2.714659 -2.125653 0.718872 -0.842 -0.888 1.152
O 1.690122 -2.793776 1.377044 0.265 0.014 -0.384
C 0.642372 -1.977602 1.870587 -0.291 -0.145 0.866
H -1.953102 -3.399374 1.107197 0.235 -0.188 -0.027
H -1.312586 -5.059685 1.507851 0.040 0.376 -0.247
H -2.456097 -4.822214 0.175825 -0.365 0.129 0.068
H -1.778128 -6.459725 -0.629286 0.221 -0.180 -0.571
H -1.116852 -7.985449 -2.544113 0.396 0.394 0.352
H 0.796139 -7.285821 -4.011209 0.011 -0.814 -0.646
H 1.812737 -5.099832 -3.771892 0.181 -0.016 -0.009
H 2.344156 -3.327599 -1.572824 -1.004 -0.221 -0.219
H -0.757601 -3.070388 -2.695139 -0.167 0.269 0.065
H -3.128419 1.277636 -0.583190 0.024 -0.291 -0.123
H -5.193793 0.042736 -0.985702 -0.034 0.193 -0.091
H -5.141365 -2.244941 -1.841257 -0.065 -0.007 -0.008
H -3.802279 -5.002141 -3.667723 -0.154 0.386 0.473
H -4.689180 -3.451308 -3.567555 -0.211 -0.210 -0.027
H -4.673605 -4.546414 -2.142032 0.373 0.223 -0.332
H 3.424254 -0.195274 -1.930531 0.002 -0.127 0.295
H 5.663476 -0.312910 -0.934338 -0.077 -0.260 0.184
H 6.030729 -1.830134 1.071456 0.389 0.214 0.159
H 4.012313 -2.845378 2.217737 0.247 0.242 -0.846
H 0.082485 -2.631056 2.582905 0.228 0.495 -0.575
H -0.029764 -1.605860 1.075819 0.327 -0.121 0.437
H 1.069096 -1.148105 2.469904 -0.306 -0.179 -0.445
N -4.963510 4.891019 -4.793599 -1.183 -0.843 -0.296
C -4.029036 5.613272 -4.172628 0.477 -0.041 0.341
S -3.833718 7.234349 -4.437737 -0.132 -0.260 0.137
C -3.119643 4.829967 -3.280493 0.751 0.138 -0.500
C -2.769817 5.295346 -2.017726 -0.180 -0.750 -0.119
C -1.898916 4.541550 -1.256735 0.515 -0.722 0.164
N -1.316489 3.401463 -1.695593 -0.209 0.808 -0.193
C -1.551547 3.046365 -2.957272 -0.385 0.393 0.184
C -2.444375 3.709467 -3.790140 -0.352 0.695 0.916
H -5.628834 5.445097 -5.341477 0.372 -0.655 0.228
H -5.180756 3.892304 -4.567914 0.466 1.582 -0.202
H -3.220024 6.165402 -1.593177 -0.173 0.493 0.030
H -1.626539 4.821358 -0.239816 -0.114 -0.113 -0.188
H -1.009090 2.199444 -3.318686 0.203 -0.536 -0.168
H -2.591373 3.421887 -4.806533 -0.048 -0.335 -0.490
```
Positions in Å, forces in eV/Å.

Atomic partial charges in e from the Löwdin method, atoms 1 to 6: number 1, Ba, carries 1.905; number 2, C, carries -0.026; number 3, C, carries -0.384; number 4, O, carries -0.211; number 5, C, carries -0.100; number 6, C, carries -0.086



# 2
Below is C25H44Cl3N4O3SeSiSm as an isolated structure in a non-equilibrium geometry, with properties calculated with ωB97M-V with the def2-TZVPD basis set.

## Properties
- Multiplicity: 6
- DFT total energy: -6153.282190 a.u.
- Energy above the lowest of the compared OMol25 structures with the same formula, charge and spin: 5.703 eV
- Expectation value of S²: 8.76
- E_HOMO (spin up / spin down): -5.6 / -5.6 eV
- Max |F|: 2.81 eV/A
- Net charge: 0

Structure (XYZ):
```
82
Properties=species:S:1:pos:R:3:forces:R:3
C -0.865458 2.292232 -4.944750 -0.109 0.797 0.403
C -0.407836 2.930671 -3.653316 0.486 0.536 1.164
H -0.922056 3.092950 -5.687411 -0.105 -0.109 -0.200
H -1.871176 1.855987 -4.862597 0.358 -0.215 -0.070
H -0.109068 1.576006 -5.247655 -0.249 -0.337 -0.026
C -0.841447 4.150057 -3.278489 0.483 -0.252 0.102
C -1.899065 4.916075 -4.008319 0.040 0.149 -0.344
H -0.359337 4.728015 -2.468562 -0.288 -0.727 -0.334
H -2.782714 4.306900 -4.237445 0.067 0.189 0.109
H -1.504661 5.274372 -4.962299 -0.101 0.075 -0.199
H -2.178396 5.806862 -3.443343 -0.250 -0.081 -0.018
Sm -0.927920 -1.330299 1.508375 1.823 0.468 0.211
Cl 1.568481 -1.499941 0.103243 -0.543 -2.184 -0.678
Cl -2.816506 -2.884607 2.135743 -0.457 -0.297 0.205
H 1.752657 -5.454521 4.924733 0.229 0.301 0.009
H 2.816765 -6.607755 2.995788 0.079 0.311 -0.036
C 0.920442 -5.192316 4.271931 0.303 -0.604 -0.329
C 2.084618 -6.186377 2.301844 0.053 0.175 0.023
N 1.422348 -5.019498 2.902314 -0.127 -0.052 0.264
H 0.422239 -4.294289 4.626552 -0.069 -0.136 -0.176
C 1.087268 -3.953304 2.177971 -0.070 0.365 -0.280
O 0.284027 -3.070950 2.554904 0.764 -0.679 0.205
H 2.588951 -5.910486 1.361169 -0.317 -0.087 0.413
H 1.594877 -3.851022 1.192809 -0.382 -0.105 0.377
H 0.286589 -6.080926 4.306720 -0.420 0.281 -0.046
H 1.359602 -6.993173 2.130256 0.004 0.306 -0.170
H -2.856311 1.336469 -1.500354 -0.366 0.144 0.495
H -2.775167 4.308392 -0.353702 -0.305 -0.128 0.197
C -3.595321 1.515956 -0.693010 0.146 -0.163 -0.019
C -3.372836 3.738362 0.378043 0.963 0.182 0.127
N -2.974769 2.328536 0.378820 -0.789 -0.364 -0.380
H -3.949601 0.554259 -0.292592 0.170 0.385 -0.158
C -2.249609 1.820663 1.364572 -0.211 -0.226 0.035
O -2.239112 0.605583 1.695302 0.308 0.709 -0.404
H -3.180479 4.116203 1.389904 -0.214 0.240 -0.379
H -1.622236 2.567876 1.890171 -0.416 -0.366 0.105
H -4.438133 2.086087 -1.110155 0.280 -0.261 0.242
H -4.439301 3.812804 0.122413 0.401 -0.023 0.261
O 0.272620 0.772015 -2.935388 -0.454 -0.524 0.920
C 0.656811 2.060959 -2.884568 0.438 0.288 -1.540
C 0.189801 3.232958 -0.648742 0.028 0.182 0.965
C 1.126030 2.692779 -1.534140 -0.667 -0.143 -0.760
H -0.876607 3.150026 -0.867070 0.413 -0.152 -0.068
C 0.586885 3.947859 0.495314 0.561 -0.049 -0.511
H 1.572418 2.191834 -3.549582 -0.110 0.183 0.319
C 2.485114 2.848284 -1.266039 -0.087 0.410 0.596
H -0.148147 4.421524 1.167053 0.365 -0.271 -0.365
C 1.961729 4.112332 0.731883 0.135 0.613 0.325
C 2.909185 3.549071 -0.130313 -0.187 0.132 -0.046
H 3.233242 2.479465 -1.955323 -0.126 -0.165 -0.128
H 2.314593 4.757476 1.564290 -0.340 -0.647 -0.499
H 3.986049 3.698265 0.056332 -0.654 -0.087 -0.074
Si -1.025818 -2.327272 -2.850511 -0.962 -1.325 1.564
Cl -1.630151 -0.942132 -0.866063 0.007 -0.491 -2.771
C -2.409629 -3.569007 -2.354206 -0.123 0.345 -0.183
C 0.566669 -3.207032 -2.499826 0.385 0.225 -0.003
C -1.300431 -1.723608 -4.559684 -0.081 0.696 -0.357
H -2.548434 -3.686518 -1.269912 0.208 0.193 -0.252
H -2.196275 -4.573883 -2.746055 0.159 0.244 -0.108
H -3.384132 -3.275892 -2.767319 0.151 0.017 0.090
H -2.264180 -1.202896 -4.696387 0.462 -0.150 0.122
H -1.312137 -2.619774 -5.211830 0.028 0.210 0.415
H -0.478381 -1.065527 -4.868263 -0.249 0.008 0.114
H 1.268367 -2.537971 -1.981678 -0.065 -0.293 -0.327
H 0.996810 -3.558114 -3.452686 -0.109 0.242 0.199
H 0.402610 -4.095835 -1.866229 -0.109 0.455 -0.153
C 0.016442 0.809302 4.440939 -0.215 0.165 0.261
N 1.128068 -0.076224 4.152460 0.241 -0.211 -0.284
C 1.707006 -0.979323 5.024681 0.394 -0.194 -0.217
C 2.782591 -1.516739 4.388142 -0.346 0.454 0.203
N 2.858868 -0.916556 3.144251 -0.202 0.122 -0.179
C 3.908136 -1.155953 2.167510 0.200 -0.330 -0.135
C 1.819829 -0.061934 2.963202 -0.444 0.216 0.159
Se 1.271297 0.883611 1.468616 0.048 1.455 1.645
H 0.122137 1.723534 3.838650 0.056 -0.399 0.090
H 0.043458 1.076889 5.504691 -0.089 -0.196 -0.220
H -0.950230 0.339101 4.198363 0.224 0.207 0.142
H 1.306444 -1.146816 6.008523 0.049 -0.050 0.004
H 3.516217 -2.246042 4.697327 -0.145 0.137 0.059
H 4.738398 -1.641178 2.684937 -0.009 0.181 -0.017
H 3.536841 -1.805893 1.365755 0.139 0.258 0.214
H 4.229536 -0.207017 1.729316 -0.090 -0.176 0.088
```
Positions in Å, forces in eV/Å.

Atomic partial charges in e from the Löwdin method, atoms 1 to 6: number 1, C, carries -0.065; number 2, C, carries -0.227; number 3, H, carries 0.066; number 4, H, carries 0.078; number 5, H, carries 0.068; number 6, C, carries -0.161